# 1
67
Properties=species:S:1:pos:R:3:lowdin_charge:R:1 method="wB97M-V/def2-TZVPD" relative_energy_kcal_mol=34.7 lumo_ev="-1.673 / -1.704" homo_lumo_gap_ev="5.558 / 5.487"
Mo -0.276 0.122 0.304 1.5071
O -0.737 1.725 1.825 -0.1083
C -1.859 2.149 2.172 -0.1170
C -3.110 1.712 1.643 -0.0947
C -4.320 2.186 2.151 0.0753
C -5.515 1.698 1.664 -0.1432
C -5.552 0.742 0.634 0.0415
C -4.379 0.291 0.086 0.0441
C -3.146 0.756 0.572 -0.2459
O -2.015 0.328 0.109 -0.3250
N -6.752 2.155 2.223 -0.3649
O -7.777 1.670 1.785 0.0819
O -6.704 2.992 3.104 0.0816
H -1.899 2.903 2.971 0.1476
H -4.320 2.924 2.940 0.1325
H -6.508 0.386 0.284 0.1264
H -4.369 -0.440 -0.709 0.1309
C -0.751 -1.345 5.751 -0.0817
C -0.055 -0.390 5.029 -0.0670
C -0.024 -0.434 3.648 -0.0322
C -0.720 -1.438 2.965 -0.2331
C -1.406 -2.411 3.705 -0.0142
C -1.417 -2.360 5.081 -0.0773
N -0.738 -1.466 1.573 -0.0856
N -1.274 -2.524 1.052 0.1383
C -1.222 -2.575 -0.297 -0.3005
C -1.779 -3.681 -0.961 -0.0120
C -1.734 -3.722 -2.335 -0.0848
C -1.144 -2.683 -3.046 -0.0590
C -0.602 -1.591 -2.379 -0.0911
C -0.593 -1.504 -0.995 -0.1792
H -0.783 -1.294 6.828 0.1025
H 0.463 0.400 5.550 0.1077
H 0.536 0.319 3.108 0.0857
H -1.930 -3.184 3.169 0.1027
H -1.953 -3.111 5.641 0.1047
H -2.259 -4.466 -0.396 0.1101
H -2.170 -4.558 -2.860 0.1016
H -1.133 -2.717 -4.125 0.1061
H -0.180 -0.783 -2.967 0.0847
Cl 2.573 0.094 -1.768 0.7814
C 2.012 1.131 -3.028 -0.6660
C 2.707 1.192 -4.226 -0.1147
C 2.249 2.000 -5.252 -0.0919
C 1.089 2.740 -5.095 -0.1189
C 0.402 2.679 -3.897 -0.7089
Cl -1.046 3.586 -3.708 0.6605
C 0.846 1.882 -2.828 -0.6922
S -0.059 1.956 -1.327 0.5965
H 3.602 0.606 -4.348 0.1006
H 2.790 2.055 -6.182 0.1015
H 0.716 3.355 -5.898 0.1010
O 2.791 1.834 1.788 0.0743
C 3.399 0.906 2.561 -0.2538
C 4.296 1.254 3.567 -0.0159
C 4.901 0.280 4.339 -0.0709
C 4.628 -1.064 4.126 -0.0764
C 3.751 -1.423 3.126 -0.0022
C 3.132 -0.454 2.340 -0.0793
C 2.222 -0.923 1.274 -0.5455
O 2.179 -2.074 0.888 0.1125
O 1.395 -0.045 0.760 -0.3622
H 3.094 2.718 2.032 0.1244
H 4.521 2.299 3.732 0.1149
H 5.589 0.575 5.116 0.1068
H 5.101 -1.823 4.726 0.1028
H 3.516 -2.455 2.912 0.1250

# 2
101
Properties=species:S:1:pos:R:3:lowdin_charge:R:1 method="wB97M-V/def2-TZVPD" relative_energy_kcal_mol=2.2 lumo_ev=-0.197 homo_lumo_gap_ev=7.355
Rb 0.182 -1.056 -0.783 0.9834
C 1.119 -0.576 4.633 -0.1031
N 0.559 -1.085 3.396 -0.2627
C -0.483 -2.065 3.664 -0.0965
C 1.593 -1.670 2.552 -0.2545
C 2.533 -0.606 1.992 -0.2183
N 3.104 -0.978 0.699 -0.2937
C 3.951 -2.156 0.811 -0.0936
C 3.865 0.145 0.176 -0.1084
H 1.623 -1.366 5.218 0.0932
H 0.327 -0.152 5.253 0.0732
H 1.845 0.213 4.433 0.0797
H -0.095 -2.973 4.153 0.0857
H -0.964 -2.363 2.732 0.0822
H -1.240 -1.623 4.314 0.0806
H 1.097 -2.174 1.722 0.0417
H 2.152 -2.448 3.099 0.1137
H 3.337 -0.371 2.710 0.1224
H 1.945 0.303 1.849 0.0904
H 4.768 -2.002 1.537 0.0956
H 4.393 -2.382 -0.160 0.0875
H 3.370 -3.024 1.120 0.0287
H 4.694 0.433 0.843 0.0913
H 3.208 1.006 0.049 0.0649
H 4.285 -0.113 -0.798 0.0866
C -3.493 -3.368 -3.335 -0.0700
C -3.149 -2.064 -2.620 -0.5833
O -4.229 -1.116 -2.740 -0.0670
P -1.743 -1.253 -3.436 0.4233
O -1.794 0.280 -3.007 -0.1205
O -2.129 -1.168 -4.987 -0.0983
O -0.418 -1.861 -3.205 -0.3968
P -2.843 -2.317 -0.797 0.2472
O -1.684 -3.464 -0.794 -0.1958
O -4.110 -2.864 -0.249 -0.2969
O -2.214 -1.053 -0.313 -0.5259
H -3.912 -3.148 -4.318 0.0815
H -4.235 -3.912 -2.749 0.0846
H -2.612 -4.004 -3.448 0.0836
H -4.826 -1.275 -1.994 0.0953
H -2.715 0.585 -2.982 0.0965
H -1.864 -1.958 -5.471 0.0909
H -2.071 -4.313 -0.556 0.0630
C 1.987 1.380 -4.173 0.0209
O 1.536 2.480 -3.354 -0.0224
C 1.133 2.150 -2.137 -0.5266
O 1.224 1.022 -1.699 -0.1682
C 0.606 3.269 -1.289 -0.2876
C 0.426 4.488 -1.787 -0.3188
As -0.019 6.116 -0.795 1.3204
C -1.792 6.422 -1.555 -0.2655
C -0.568 5.411 0.938 -0.3258
C -0.456 4.169 1.390 -0.3070
As 0.049 2.509 0.464 1.3375
C -1.809 2.145 -0.136 -0.2265
C -0.863 3.923 2.818 -0.5203
O -0.925 4.769 3.674 0.1307
O -1.118 2.629 3.022 -0.0927
C -1.533 2.274 4.351 -0.0137
C -1.269 6.513 1.724 -0.5717
O -2.461 6.623 1.671 0.1366
O -0.519 7.417 2.368 -0.0207
C 0.861 7.119 2.627 -0.0492
C 0.522 4.837 -3.264 -0.5726
O -0.430 4.702 -3.976 0.1393
O 1.627 5.458 -3.705 -0.0228
C 2.807 5.487 -2.884 -0.0490
H 2.301 1.831 -5.107 0.1021
H 1.165 0.686 -4.332 0.0982
H 2.813 0.864 -3.691 0.0989
H -1.670 6.651 -2.611 0.0267
H -2.235 7.269 -1.037 0.0287
H -2.418 5.543 -1.430 0.0420
H -1.994 2.710 -1.048 0.0347
H -2.475 2.495 0.651 0.0369
H -1.988 1.081 -0.296 -0.0168
H -1.771 1.216 4.303 0.0896
H -2.402 2.858 4.643 0.1002
H -0.722 2.454 5.054 0.0974
H 1.122 7.669 3.526 0.0981
H 1.480 7.454 1.796 0.0807
H 1.005 6.058 2.809 0.0796
H 3.647 5.534 -3.570 0.0968
H 2.890 4.591 -2.275 0.0842
H 2.797 6.371 -2.250 0.0774
C 1.825 -6.515 -1.394 -0.0321
N 0.643 -6.879 -0.628 -0.1299
C -0.342 -7.755 -1.055 -0.0479
C -1.289 -7.773 -0.102 -0.0502
N -0.875 -6.906 0.896 -0.1321
C -1.642 -6.596 2.097 -0.0275
C 0.318 -6.342 0.574 -0.7280
Se 1.267 -5.083 1.537 0.6641
H 2.126 -7.370 -1.995 0.0910
H 2.616 -6.246 -0.700 0.0544
H 1.616 -5.661 -2.038 0.0983
H -0.270 -8.286 -1.988 0.1211
H -2.212 -8.321 -0.036 0.1226
H -2.077 -7.514 2.486 0.0927
H -2.431 -5.879 1.875 0.0972
H -0.963 -6.164 2.827 0.0452

# 3
9
Properties=species:S:1:pos:R:3:lowdin_charge:R:1 method="wB97M-V/def2-TZVPD" relative_energy_kcal_mol=41.8 lumo_ev="-0.493 / -1.167" homo_lumo_gap_ev="8.746 / 6.996"
C -0.103 -0.985 -0.362 -0.1470
O 3.313 -0.185 0.882 -0.4565
O 1.908 1.058 -0.700 -0.6120
Si 0.350 0.768 0.120 0.4896
S 2.650 -0.264 -0.341 0.7971
H 0.277 -1.112 -1.430 0.0145
H 0.070 1.979 -0.644 -0.0257
H -0.511 -1.726 0.204 -0.0523
H 0.437 0.799 1.658 -0.0077

# 4
12
Properties=species:S:1:pos:R:3:lowdin_charge:R:1 method="wB97M-V/def2-TZVPD" relative_energy_kcal_mol=139.1 lumo_ev="-0.247 / -0.249" homo_lumo_gap_ev="7.042 / 7.030"
N 1.489 0.105 -0.926 -0.0329
C -0.663 0.718 -0.350 0.0815
C 0.147 -0.371 -0.922 -0.4534
C -0.160 -0.994 0.482 -0.1141
N 0.583 -0.306 1.442 0.0509
C -0.568 0.482 1.045 -0.1557
H 1.534 0.906 -1.556 -0.0007
H -1.424 1.353 -0.806 0.1274
H -0.267 -0.956 -1.759 0.1292
H -0.791 -1.845 0.711 0.1415
H 1.386 0.075 0.842 0.0943
H -1.264 0.833 1.797 0.1321

# 5
14
Properties=species:S:1:pos:R:3:lowdin_charge:R:1 method="wB97M-V/def2-TZVPD" relative_energy_kcal_mol=42.3 lumo_ev=0.575 smiles="N[C@@H](CO)C(=O)O" homo_lumo_gap_ev=10.378
N -1.129 -0.814 -0.460 0.0546
C -0.128 -0.212 0.434 -0.2918
C 1.253 -0.290 -0.243 -0.2244
O 1.517 -1.586 -0.731 -0.0531
C -0.410 1.195 0.807 -0.4897
O 0.102 1.646 1.790 0.1440
O -1.231 1.951 0.013 0.0889
H -1.283 -1.786 -0.313 0.0697
H -2.034 -0.391 -0.362 0.0730
H 0.007 -0.915 1.264 0.1574
H 1.969 0.041 0.507 0.1283
H 1.291 0.359 -1.139 0.1330
H 0.716 -1.835 -1.211 0.0724
H -0.640 2.638 -0.357 0.1378

# 6
98
Properties=species:S:1:pos:R:3:lowdin_charge:R:1 method="wB97M-V/def2-TZVPD" lumo_ev=2.242 total_charge=-1 homo_lumo_gap_ev=6.386
C 2.849 -3.345 1.881 -0.1794
C 1.248 -3.815 1.890 -0.2200
B 0.373 -2.429 1.735 -0.4283
O 1.036 -1.109 2.017 -0.1086
Al -1.620 -2.319 1.165 0.3246
C -2.644 -4.081 1.307 -0.3537
C -3.972 -4.065 2.261 -0.2404
C -2.437 -0.718 2.136 -0.3365
F -3.660 -0.989 2.921 -0.1886
C -2.741 0.486 1.022 -0.2699
C -2.921 1.924 1.805 -0.1652
H 3.595 -4.247 1.834 0.0594
H 2.944 -2.617 0.943 0.0749
H 3.044 -2.730 2.884 0.0810
H 1.048 -4.396 2.912 0.1075
H 1.055 -4.587 1.003 0.0966
H 0.957 -0.556 1.179 0.0806
H -1.589 -1.934 -0.402 -0.0548
H -3.004 -4.384 0.212 0.0426
H -1.906 -4.950 1.657 0.0521
H -4.632 -5.036 2.044 0.0555
H -3.657 -4.108 3.390 0.0672
H -4.647 -3.153 1.972 0.0587
H -1.606 -0.255 2.856 0.0980
H -3.699 0.140 0.425 0.1087
H -1.773 0.517 0.326 0.0913
H -1.881 2.505 1.859 0.0646
H -3.684 2.589 1.178 0.0668
H -3.312 1.704 2.889 0.0716
C 2.964 1.744 3.483 -0.1011
O 3.883 1.815 2.404 -0.2082
C 3.640 0.805 1.423 -0.1855
C 4.295 1.190 0.093 -0.1620
O 3.519 2.132 -0.662 -0.1340
C 3.519 3.477 -0.163 -0.1731
C 4.837 4.210 -0.418 -0.1894
O 5.818 3.824 0.548 -0.2073
C 7.140 4.062 0.096 -0.1146
H 3.047 0.782 3.996 0.0887
H 3.201 2.545 4.188 0.0827
H 1.942 1.896 3.122 0.0880
H 2.564 0.668 1.274 0.1019
H 4.080 -0.127 1.791 0.1253
H 4.343 0.290 -0.533 0.1258
H 5.320 1.538 0.224 0.1147
H 3.228 3.507 0.888 0.1078
H 2.731 3.992 -0.724 0.1209
H 4.684 5.289 -0.319 0.1220
H 5.191 3.985 -1.433 0.1254
H 7.346 3.472 -0.803 0.0847
H 7.833 3.746 0.880 0.0872
H 7.292 5.127 -0.106 0.0832
C -0.986 -5.355 -1.964 -0.1044
O -1.980 -6.264 -2.410 -0.2109
C -2.654 -5.793 -3.578 -0.1906
C -3.345 -6.957 -4.297 -0.1713
O -2.446 -7.726 -5.109 -0.1443
C -1.541 -8.579 -4.394 -0.1730
C -2.223 -9.815 -3.805 -0.1963
O -2.904 -9.480 -2.593 -0.2040
C -3.927 -10.409 -2.277 -0.1130
H -1.435 -4.394 -1.701 0.0675
H -0.507 -5.780 -1.078 0.0875
H -0.221 -5.220 -2.736 0.0841
H -1.947 -5.311 -4.260 0.1243
H -3.406 -5.066 -3.256 0.1266
H -4.075 -6.535 -4.999 0.1224
H -3.900 -7.594 -3.609 0.1160
H -0.983 -8.019 -3.642 0.1199
H -0.813 -8.918 -5.140 0.1224
H -1.469 -10.570 -3.560 0.1205
H -2.927 -10.229 -4.537 0.1235
H -4.687 -10.420 -3.064 0.0837
H -4.402 -10.092 -1.345 0.0902
H -3.507 -11.410 -2.140 0.0827
C 1.574 6.259 2.350 -0.1008
O 0.890 6.629 1.162 -0.2111
C -0.095 5.666 0.786 -0.1861
C -1.113 6.294 -0.172 -0.1639
O -2.111 7.073 0.504 -0.1368
C -1.669 8.338 1.017 -0.1723
C -1.452 9.384 -0.077 -0.1946
O -0.194 9.178 -0.724 -0.2088
C -0.151 9.761 -2.016 -0.1132
H 2.099 5.311 2.211 0.0750
H 2.302 7.040 2.582 0.0883
H 0.870 6.186 3.185 0.0882
H -0.614 5.284 1.671 0.1252
H 0.421 4.843 0.281 0.1170
H -1.665 5.481 -0.659 0.1287
H -0.632 6.869 -0.964 0.1159
H -0.790 8.219 1.653 0.1180
H -2.482 8.688 1.663 0.1247
H -1.433 10.384 0.367 0.1208
H -2.270 9.327 -0.806 0.1258
H -0.907 9.305 -2.663 0.0858
H 0.833 9.565 -2.448 0.0878
H -0.305 10.842 -1.955 0.0834

# 7
21
Properties=species:S:1:pos:R:3:lowdin_charge:R:1 method="wB97M-V/def2-TZVPD" relative_energy_kcal_mol=11.3 lumo_ev=0.477 smiles="C[C@@H](O)CNC(N)=O.O" homo_lumo_gap_ev=10.724
C -1.785 -1.206 2.446 -0.0585
C -0.620 -0.434 1.811 -0.3956
O 0.543 -1.091 2.287 -0.0492
C -0.757 -0.552 0.255 -0.1056
N 0.561 -0.786 -0.374 0.0594
C 1.100 0.283 -1.059 -0.5933
N 2.169 0.034 -1.860 0.1724
O 0.712 1.429 -0.880 0.0250
H -1.488 -2.220 2.701 0.0792
H -1.988 -0.778 3.435 0.0760
H -2.730 -1.283 1.912 0.0748
H -0.656 0.599 2.153 0.1350
H 1.224 -0.904 1.625 0.0754
H -1.424 -1.353 -0.043 0.1215
H -1.129 0.422 -0.013 0.1066
H 0.606 -1.684 -0.831 0.1393
H 2.775 0.820 -2.002 0.1109
H 2.281 -0.844 -2.329 0.1011
O -1.416 2.193 -2.419 -0.0807
H -0.627 1.860 -1.951 -0.0214
H -1.768 2.881 -1.849 0.0280

# 8
5
Properties=species:S:1:pos:R:3:lowdin_charge:R:1 method="wB97M-V/def2-TZVPD" relative_energy_kcal_mol=50.9 lumo_ev=-2.017 homo_lumo_gap_ev=8.464
N -1.166 -0.987 1.770 -0.5237
F -1.915 0.400 2.086 -0.3194
S -0.561 -1.645 2.946 0.7928
H -0.002 0.429 -0.421 0.0374
H 0.119 -0.503 -0.280 0.0129

Number 1: E -3309.636653 a.u.. Number 2: E -9985.825386 a.u.. Number 3: E -878.549133 a.u.. Number 4: E -265.313938 a.u.. Number 5: E -398.970258 a.u.. Number 6: E -2107.821590 a.u.. Number 7: E -494.859409 a.u.. Number 8: E -553.822777 a.u..